(1)
Entry from the Open Molecules 2025 dataset: C31H90IInN18O16 as an isolated structure at a distorted geometry (ωB97M-V with the def2-TZVPD basis set).

## Properties
Charge: +2
Multiplicity: 1
Kohn-Sham gap, eV: 6.45

```
157
Properties=species:S:1:pos:R:3:forces:R:3
In -3.08439 -3.50639 2.25346 0.4 -0.8 0.2
I -1.44865 -1.87534 -0.24119 0.4 1.7 1.6
C 0.24200 -4.94427 1.93516 0.8 0.0 -0.5
O -0.79743 -4.80299 1.26360 -0.3 0.0 -0.4
N 1.41498 -4.35984 1.55125 -0.6 0.3 0.2
N 0.26971 -5.78534 2.97629 -0.7 -0.9 -0.2
H 2.23275 -4.29880 2.12756 0.0 -0.3 0.2
H 1.44205 -3.81027 0.70819 -0.1 0.0 -0.3
H -0.55258 -6.35018 3.11215 0.0 0.3 0.1
H 0.96590 -5.86663 3.67641 0.7 0.2 0.2
C -4.22105 -0.81402 3.14555 2.3 -0.7 0.1
O -3.11026 -1.36431 3.09204 1.8 -1.1 -0.5
N -4.92564 -0.75835 2.05517 -2.5 1.3 -1.6
N -4.51589 -0.32983 4.33019 -2.1 1.2 1.5
H -4.47045 -0.75389 1.15425 0.2 -0.5 -0.2
H -5.85104 -0.35130 2.01459 0.1 0.0 0.3
H -4.25091 -0.88585 5.12386 0.3 0.1 0.0
H -5.31977 0.25511 4.45550 -0.4 0.0 0.1
C 3.32204 -1.71827 0.58243 -0.5 -0.2 0.9
O 3.12882 -2.68036 -0.14682 0.1 -0.1 -0.6
N 4.46895 -1.64674 1.28794 1.3 0.3 -0.2
N 2.28842 -0.82009 0.83684 0.0 -0.4 1.1
H 4.80602 -0.84695 1.82388 -0.5 -0.3 -0.4
H 5.16547 -2.24913 0.84674 -0.1 0.4 0.6
H 2.35352 -0.33403 1.77109 0.2 -0.2 -1.2
H 1.48074 -1.44549 0.77667 -0.1 0.7 -0.1
C -5.74170 -2.17738 -1.16332 0.3 -1.4 1.3
O -4.61201 -1.94272 -0.76551 2.6 0.5 0.3
N -6.52843 -1.20684 -1.52997 -2.6 1.8 -1.8
N -6.17016 -3.42803 -1.05028 -0.3 -2.2 0.2
H -6.03103 -0.37795 -1.83726 -0.4 0.1 0.3
H -7.43690 -1.41684 -1.96284 0.8 0.3 0.3
H -5.40847 -4.06152 -0.82574 -0.4 0.1 0.1
H -7.03022 -3.87841 -1.32722 0.1 0.6 -0.3
C -0.40804 -2.26234 4.29876 -0.5 -2.3 -1.8
O -0.65379 -3.40741 3.89273 -0.4 -0.5 -0.3
N -1.05060 -1.80301 5.31985 -1.5 0.0 2.3
N 0.41395 -1.46477 3.65481 0.9 3.0 -0.8
H -0.84153 -0.92915 5.74141 -0.1 0.4 0.6
H -1.66489 -2.52597 5.67616 0.1 0.8 0.6
H 0.58739 -1.78120 2.71602 0.2 -0.1 0.0
H 0.11289 -0.46479 3.73590 0.8 -0.8 -0.5
C 1.75862 -3.45962 -2.39082 0.0 -1.6 0.1
O 0.89047 -3.68316 -1.56710 -2.8 -0.6 1.5
N 2.34266 -4.49606 -2.99109 2.1 0.0 -1.4
N 2.04008 -2.22275 -2.71379 -0.9 2.7 0.8
H 3.26629 -4.27073 -3.34545 -0.2 -0.3 -0.3
H 2.35906 -5.33578 -2.46139 -0.3 -0.6 0.4
H 1.62448 -1.67848 -1.92823 0.8 0.0 -1.2
H 2.95825 -1.92599 -2.95719 0.6 0.1 -0.3
C -2.49907 -4.80199 -1.28051 -1.0 -3.2 -0.4
O -3.49653 -5.20363 -0.74658 1.2 3.4 -0.8
N -1.61883 -5.70647 -1.87344 -0.7 2.1 -0.6
N -1.87433 -3.19650 -1.63222 1.0 -3.6 -1.5
H -1.91595 -6.38270 -2.56584 -0.3 0.0 0.7
H -0.77749 -5.80946 -1.38130 1.7 -0.1 0.3
H -2.32381 -2.66145 -2.39351 -0.6 -0.8 0.3
H -0.91864 -3.59138 -2.02516 -1.1 1.1 0.9
O -4.35216 0.96181 -1.53356 0.3 0.1 -0.1
H -3.99870 0.46690 -2.28738 0.2 -0.1 0.0
H -3.69114 1.66034 -1.43789 -0.3 0.1 0.1
C -7.38109 -5.99405 -3.79730 0.7 0.7 0.1
O -6.40129 -4.91529 -3.73691 -0.3 -0.2 0.7
C -5.18142 -5.13883 -4.40416 0.8 -1.2 -0.2
C -4.17857 -4.00087 -4.17066 -1.9 1.1 0.1
N -4.57113 -2.83784 -4.98457 0.8 1.6 0.3
C -4.08538 -1.56542 -4.38005 0.7 -0.2 0.4
C -2.65133 -1.05964 -4.70263 -1.0 0.0 0.9
O -2.49704 0.07622 -3.85694 0.8 0.8 0.1
C -1.36993 0.95913 -4.21783 -1.5 -0.9 0.5
H -7.89852 -5.91544 -4.75101 -0.1 -0.3 -0.1
H -8.10484 -5.85314 -2.97793 0.4 0.2 -0.3
H -6.91866 -6.97990 -3.65203 0.0 0.3 -0.2
H -5.37640 -5.31881 -5.46662 0.2 0.3 -0.1
H -4.65670 -6.05678 -4.06256 -0.5 0.1 0.2
H -3.15503 -4.25784 -4.48457 -0.3 -0.3 0.5
H -4.32785 -3.69219 -3.07904 0.8 -0.7 -0.9
H -5.57279 -2.72421 -5.00213 -0.3 -0.5 -0.1
H -4.04641 -1.71283 -3.28524 -0.2 0.2 0.1
H -4.72609 -0.68236 -4.53652 -0.1 -0.6 -0.3
H -2.55739 -0.76918 -5.73086 0.2 -0.1 -0.7
H -1.90201 -1.78741 -4.38521 0.3 -0.3 -0.5
H -0.57542 0.35524 -4.62056 0.5 -0.1 -0.1
H -1.06768 1.47349 -3.30954 0.1 -0.1 0.0
H -1.71818 1.69188 -4.93353 0.0 0.1 -0.3
C 2.18971 1.15131 -2.11620 -0.8 -0.2 -0.5
O 3.48828 0.58529 -2.08273 -0.5 0.6 0.3
C 4.41535 1.52814 -1.54537 0.0 0.5 0.0
C 5.80538 0.94624 -1.61506 0.7 0.8 0.6
N 6.84619 1.91702 -1.17217 -0.5 -1.0 -0.1
C 7.95171 2.05282 -2.15125 -1.1 0.6 0.5
C 8.84792 0.85110 -2.40248 0.3 0.6 2.4
O 9.28442 0.41683 -1.07894 0.2 0.1 -0.8
C 10.17400 -0.68518 -1.12682 0.2 -0.2 -0.5
H 2.07833 1.83268 -2.96564 0.1 -0.2 -0.3
H 1.84864 1.78745 -1.27940 0.7 -0.5 0.4
H 1.45641 0.32854 -2.21408 0.3 0.5 -0.1
H 4.11665 1.69765 -0.50467 0.1 0.3 0.1
H 4.40543 2.49754 -2.09278 -0.2 -0.5 0.2
H 6.07762 0.82265 -2.63979 -0.4 -0.7 -0.9
H 5.75857 -0.02327 -1.11403 0.5 -0.1 0.1
H 7.21263 1.73958 -0.23341 -0.1 -0.1 -0.6
H 8.45002 2.95342 -1.75147 0.5 -0.5 -0.8
H 7.48552 2.25573 -3.13281 0.2 0.5 0.4
H 9.67868 1.20503 -3.01786 0.2 -0.4 0.0
H 8.30517 0.05105 -2.88387 -0.1 -0.4 -0.3
H 9.65555 -1.55737 -1.52624 -0.1 -0.2 -0.3
H 10.50870 -1.00613 -0.12812 -0.1 0.7 -0.2
H 11.04276 -0.46526 -1.78832 -0.4 -0.2 0.5
C -1.73002 1.44553 3.00459 0.8 0.2 0.9
O -0.26606 1.34675 3.21928 -2.4 0.0 -0.6
C 0.33789 1.78792 2.01286 1.2 -0.7 -0.3
C 1.69150 2.39125 2.32636 1.0 -2.1 -0.3
N 2.61366 1.33563 2.97025 -3.3 0.3 -1.4
C 3.66868 1.96652 3.66370 0.0 0.6 2.0
C 3.22734 2.66085 4.98086 0.2 0.1 0.4
O 2.41506 1.73966 5.70049 -0.7 0.6 1.0
C 1.86833 2.38119 6.92119 0.3 -1.5 -1.7
H -2.22856 1.12253 3.93098 0.3 0.1 -0.4
H -2.13163 0.89535 2.14160 0.6 -0.4 0.2
H -1.94934 2.49039 2.79584 -0.1 0.2 0.2
H -0.34426 2.45113 1.49063 0.3 0.4 -0.2
H 0.56202 0.92778 1.35685 -0.5 0.0 0.0
H 1.54472 3.17226 3.03174 0.1 1.2 0.2
H 2.20712 2.62045 1.38696 -0.3 0.7 0.2
H 1.96293 0.91055 3.64161 0.8 0.0 0.2
H 4.19788 2.67494 3.04003 0.3 0.0 -0.2
H 4.30811 1.18599 4.02834 0.8 -0.4 -0.1
H 2.65052 3.62050 4.84741 0.8 -0.7 0.0
H 4.14671 2.79757 5.59248 -0.4 0.6 -0.5
H 2.63793 2.48341 7.67143 0.2 0.1 0.2
H 1.05722 1.73900 7.27782 0.3 0.1 0.0
H 1.47865 3.32883 6.60993 -0.3 0.7 0.1
C 0.94556 9.53064 0.17633 -0.2 0.9 0.2
O 0.61753 8.21051 0.46621 -0.6 -1.2 0.4
C 0.30239 7.92391 1.82708 -0.1 0.7 0.5
C -0.31574 6.54671 1.96264 0.0 -0.6 0.2
N -1.64322 6.57798 1.39201 -1.0 -0.7 -0.9
C -2.38759 5.29621 1.48264 1.1 0.0 0.1
C -2.39302 4.51331 0.14726 0.1 -0.3 1.6
O -1.06435 4.12405 -0.16652 0.2 0.4 0.2
C -0.89051 3.67674 -1.47238 -0.3 -0.7 -1.5
H 0.11137 10.24130 0.32686 0.1 -0.4 -0.1
H 1.25896 9.55925 -0.85547 -0.1 0.0 -0.4
H 1.78237 9.90464 0.75906 0.3 -0.1 0.4
H -0.46797 8.61265 2.22826 0.4 0.1 -0.3
H 1.20674 8.05683 2.43777 -0.1 -0.2 0.0
H -0.54306 6.24973 2.99494 0.8 0.5 0.2
H 0.34023 5.75222 1.55881 -0.1 0.3 -0.2
H -1.57267 6.85296 0.41431 -0.1 0.0 0.2
H -3.42817 5.44971 1.81482 0.3 0.1 -0.2
H -1.87863 4.68074 2.27768 -0.5 0.4 -0.7
H -2.82952 5.15869 -0.61126 0.0 -0.1 -0.4
H -3.00206 3.60399 0.32259 -0.1 0.2 -0.4
H -1.19755 2.57931 -1.58983 0.5 1.1 0.3
H 0.16729 3.81818 -1.84184 -1.0 -0.2 0.7
H -1.55018 4.23595 -2.17721 0.4 -0.2 0.3
```
Positions in Å, forces in eV/Å.



(2)
Entry from the Open Molecules 2025 dataset: a 12-piece molecular cluster, C31H90N4O12 overall at a distorted geometry (ωB97M-V with the def2-TZVPD basis set).

## Properties
Multiplicity: 1
Kohn-Sham gap, eV: 9.62

```
137
Properties=species:S:1:pos:R:3:forces:R:3
C 2.40076 -3.29405 -4.98442 -0.1 -0.4 -0.3
O 2.11393 -4.20897 -3.93858 0.5 0.1 -0.2
C 1.24513 -3.68564 -2.96363 -0.5 -0.3 -0.5
C 1.83263 -2.56541 -2.12299 -0.2 0.3 0.6
C 3.10129 -3.03321 -1.40460 -0.3 -0.6 -0.2
N 0.81739 -2.12245 -1.09611 0.4 -1.1 -0.8
H 3.06420 -2.47936 -4.67573 -0.2 0.0 0.0
H 1.46892 -2.89666 -5.41617 0.1 0.1 0.2
H 2.89752 -3.85402 -5.78151 0.0 0.0 0.2
H 0.31453 -3.37439 -3.46722 0.1 0.3 0.1
H 0.95083 -4.53918 -2.34368 0.2 0.1 0.2
H 2.10014 -1.72807 -2.78059 -0.3 0.1 0.2
H 2.92859 -4.00267 -0.91482 -0.1 0.2 0.0
H 3.41063 -2.33468 -0.63259 0.2 0.2 -0.1
H 3.90451 -3.22617 -2.12014 0.0 0.2 0.1
H 0.60767 -3.00151 -0.58877 -0.1 0.7 0.1
H -0.07673 -1.89927 -1.57244 0.7 0.2 0.3
C -1.71413 -4.28128 1.16790 0.0 0.4 0.5
O -0.37166 -4.30600 0.69750 -0.4 -0.2 0.1
C 0.14966 -5.61751 0.60768 -0.1 -0.2 -0.2
C 0.53189 -6.20743 1.95914 1.2 0.4 0.1
C 1.49780 -5.23718 2.68041 -0.2 -0.4 1.0
N 1.16434 -7.52394 1.71728 0.3 0.4 0.0
H -1.82189 -4.73923 2.16139 0.1 -0.2 -0.2
H -2.40368 -4.76731 0.47044 0.1 0.0 0.0
H -1.99061 -3.23446 1.31143 0.0 -0.1 -0.3
H -0.53371 -6.28451 0.06167 0.0 0.1 0.1
H 1.06013 -5.52648 0.00662 0.0 -0.1 0.0
H -0.32637 -6.36031 2.61412 -0.2 -0.1 -0.2
H 1.67072 -5.62837 3.69576 0.1 0.0 -0.2
H 1.11284 -4.22671 2.84194 -0.1 -0.1 -0.3
H 2.48373 -5.17519 2.21335 -0.1 0.0 -0.3
H 2.02733 -7.35590 1.18922 -0.4 -0.1 0.0
H 1.50952 -7.89381 2.60172 -0.3 0.0 -0.1
C -6.37919 4.19088 4.58734 0.7 0.2 -0.3
O -5.64655 3.03907 4.20848 -0.7 -0.2 0.2
C -4.29229 3.09958 4.56957 0.4 1.5 0.0
C -3.64429 1.75541 4.43299 -0.8 -1.6 -0.3
C -3.77563 1.15222 3.02616 0.4 0.6 -0.6
N -4.26677 0.72427 5.34439 0.3 1.0 0.0
H -6.19965 5.01325 3.87473 -0.1 -0.2 0.1
H -6.05552 4.56162 5.57167 -0.2 -0.2 0.0
H -7.43239 3.93221 4.59938 -0.1 0.0 0.0
H -3.78466 3.86899 3.95716 0.1 -0.3 -0.1
H -4.20961 3.51413 5.59171 0.0 -0.5 0.1
H -2.56977 1.83864 4.59321 -0.1 0.1 0.5
H -4.79102 0.87841 2.73400 -0.1 0.0 0.3
H -3.12306 0.28473 2.94899 -0.2 -0.1 0.1
H -3.42981 1.84917 2.24744 0.0 0.0 0.3
H -4.29341 1.11227 6.29480 0.1 -0.3 -0.3
H -5.24798 0.66701 5.06215 0.3 0.0 0.1
C 3.21875 0.14379 -6.66041 0.0 -0.2 -0.3
O 2.89386 0.34607 -5.31375 0.1 0.1 0.2
C 3.78240 1.27202 -4.69931 0.1 -0.1 -0.4
C 3.66317 1.14975 -3.20431 0.0 0.4 0.7
C 2.22478 1.38596 -2.76041 0.0 -0.2 -0.3
N 4.52307 2.18516 -2.57225 0.5 -0.9 0.5
H 4.16206 -0.41015 -6.76233 0.0 0.0 0.0
H 3.31909 1.08495 -7.21483 -0.1 0.0 0.1
H 2.41612 -0.43778 -7.11260 0.0 0.0 0.0
H 4.81425 1.06248 -5.02616 -0.1 0.0 0.1
H 3.54921 2.29468 -5.02957 -0.1 0.0 0.1
H 3.99952 0.14510 -2.89978 -0.2 0.0 -0.1
H 1.52138 0.69837 -3.23902 0.2 0.0 0.0
H 1.93665 2.39714 -3.05944 0.0 0.1 0.2
H 2.12590 1.26483 -1.68381 0.0 0.1 0.1
H 4.39203 2.09855 -1.54932 -0.3 0.2 -0.6
H 5.49263 1.84125 -2.65011 -0.4 0.4 -0.3
C -3.04601 4.72805 0.77995 0.5 -0.2 -0.5
C -3.39185 4.53401 -0.69488 0.4 0.3 -0.2
O -3.37516 5.78721 -1.43424 -0.1 -0.8 0.5
H -3.73019 5.38969 1.30641 0.0 0.1 -0.2
H -2.02288 5.12162 0.80800 -0.2 0.1 0.3
H -3.03027 3.77129 1.31103 0.0 0.0 -0.1
H -4.36405 4.04551 -0.80628 0.0 0.4 -0.2
H -2.64609 3.88093 -1.17456 -0.2 -0.1 0.3
H -2.44252 6.03207 -1.50023 -0.2 0.1 0.0
C 5.69375 1.44169 2.09415 -0.3 0.4 1.0
C 5.19960 0.68727 0.89905 0.1 -0.5 -0.6
O 4.09940 1.34502 0.28369 -0.2 -0.2 0.1
H 4.89021 1.60680 2.82185 -0.1 -0.1 -0.2
H 6.04441 2.43785 1.82122 0.1 -0.1 -0.1
H 6.47154 0.92226 2.65753 0.2 -0.1 -0.3
H 4.91627 -0.34575 1.13642 0.0 0.1 0.2
H 6.01315 0.58639 0.16712 -0.1 0.1 0.0
H 3.31547 0.76967 0.38493 0.2 0.2 0.1
C -1.05001 -0.78012 -5.04028 0.6 0.5 0.0
C -1.70382 -0.12563 -3.82718 -0.1 -1.3 0.2
O -1.61875 -0.98868 -2.64281 0.0 0.5 -0.9
H -1.05877 -0.10655 -5.90920 -0.3 -0.1 0.2
H -1.49723 -1.72874 -5.33250 -0.1 0.0 0.1
H 0.01203 -0.92766 -4.82693 0.0 -0.2 0.0
H -2.76607 0.04695 -4.02871 0.2 0.4 0.1
H -1.17460 0.78693 -3.56737 -0.2 0.2 0.0
H -2.39428 -1.56135 -2.63202 0.0 0.0 0.0
C -1.54210 -0.71085 0.47353 -0.3 0.4 -0.7
C -1.02549 0.67222 0.11443 -0.1 0.1 0.0
O -0.28112 1.26779 1.17378 0.4 -0.9 0.3
H -2.02687 -1.10465 -0.42545 0.1 -0.2 0.3
H -2.30832 -0.65062 1.24460 0.2 -0.1 0.2
H -0.71659 -1.35917 0.75176 0.0 -0.1 0.2
H -1.86166 1.33992 -0.11456 0.0 0.0 0.2
H -0.42176 0.65006 -0.80455 0.0 -0.2 0.2
H 0.56415 0.75835 1.22625 -0.5 0.3 -0.1
C 1.74372 3.54493 3.30330 -0.2 -0.6 0.1
C 0.58068 3.21223 4.22161 0.3 0.0 0.2
O -0.61280 3.03183 3.51132 -0.7 0.1 -0.5
H 2.68655 3.38809 3.82588 0.1 0.3 0.0
H 1.62814 4.56121 2.93949 0.2 0.1 -0.1
H 1.73274 2.87319 2.44097 0.1 0.0 0.0
H 0.44210 4.04906 4.90870 -0.2 0.0 0.0
H 0.75163 2.33225 4.85247 0.3 -0.1 -0.1
H -0.44788 2.48061 2.72429 -0.1 0.0 0.3
C -4.50736 0.29699 -1.38093 -0.6 0.4 0.2
C -5.31646 -0.95351 -1.66573 0.6 -0.8 0.4
O -4.71868 -2.12280 -1.00633 -0.2 0.7 -0.9
H -5.07666 1.18158 -1.69506 0.1 -0.1 0.0
H -3.55229 0.32337 -1.90167 0.0 -0.2 0.1
H -4.33178 0.39100 -0.30774 0.1 0.0 0.0
H -5.31110 -1.13622 -2.74566 -0.1 -0.3 0.2
H -6.35474 -0.89480 -1.33306 0.1 0.3 -0.1
H -5.22313 -2.29697 -0.21053 0.0 0.0 0.1
C 2.06836 -0.43920 3.28404 0.0 0.2 0.5
C 2.10545 -1.26179 2.01839 0.1 -0.3 0.1
O 1.96159 -0.42627 0.86282 0.0 -0.6 -0.3
H 2.72182 0.43510 3.21872 0.0 0.0 -0.2
H 2.45402 -1.02319 4.12595 -0.1 -0.1 -0.1
H 1.07188 -0.09580 3.57279 0.0 0.0 -0.2
H 1.31887 -2.02740 1.98804 0.0 0.2 0.2
H 3.05908 -1.81626 2.01861 -0.1 0.2 -0.4
H 1.63364 -1.02366 0.11546 -0.1 0.5 0.3
C 0.75178 3.35623 -0.12667 0.9 0.5 -0.8
O 1.12413 4.71475 -0.34874 -0.2 0.3 0.0
H 1.68267 2.79981 0.02267 -0.3 -0.3 0.4
H 0.09581 3.27908 0.72630 0.1 0.3 -0.1
H 0.28424 2.95061 -1.03080 -0.3 -0.1 0.2
H 1.80944 4.70356 -1.02321 0.0 0.1 0.0
```
Positions in Å, forces in eV/Å.